Computed, not measured: a single C2HNO4 molecule, with ωB97M-V with the def2-TZVPD basis set.

```
8
Properties=species:S:1:pos:R:3:mulliken_charge:R:1
O 0.1816 -0.9115 1.7752 -0.37
C -0.6476 -0.8960 0.9230 0.19
C -0.3386 -0.0172 -0.5104 0.31
O -0.9296 -0.2671 -1.4911 -0.37
N 0.8916 0.8724 -0.5104 1.01
O 1.7853 0.2720 -0.9540 -0.50
O 0.8269 2.0023 -0.1143 -0.56
H -1.7695 -1.0549 0.8820 0.29
```

Highest occupied orbital energy ... -10.41 eV
SMILES ... O=CC(=O)[N+](=O)[O-]
Kohn-Sham gap ... 9.26 eV
Energy above the lowest of the compared OMol25 structures with the same formula, charge and spin ... 382.51 kJ/mol
Charge ... 0
Total energy ... -432.367321 Ha
LUMO energy ... -1.2 eV